C30H45ClGeN2O7RbS2 as an isolated structure in a non-equilibrium geometry. Source: the OMol25 dataset; level of theory: the ωB97M-V functional and the def2-TZVPD basis.

The value obtained for the relative energy (zero: lowest compared OMol25 entry of this formula, charge and spin) is 213.0 kJ/mol. The calculation puts the highest occupied orbital energy (spin up / spin down) at -6.08 / -6.08 eV. The calculation puts the HOMO-LUMO gap (spin up / spin down) at 4.39 / 2.83 eV. Its calculated total energy is -5163.6705 a.u. As for the maximum force: 3.16 eV/Å. As for the expectation value of S²: 0.7648. Its LUMO energy (spin up / spin down) is -0.062 / -0.119 Ha.

Geometry as ORCA input:
```
! wB97M-V def2-TZVPD RIJCOSX def2/J DEFGRID3
* xyz 0 2
Rb 0.227 -0.310 -2.315
Ge 2.095 -2.823 -3.273
Cl -1.335 1.987 -2.684
S -2.557 1.071 -0.392
S -0.775 -0.647 1.168
O -0.754 1.946 -1.276
O 1.786 -1.182 -4.207
O 2.576 -2.079 -1.578
O -0.213 2.104 -3.578
O -3.446 2.057 -0.975
O 0.271 -3.131 -2.844
O -1.968 0.685 -2.857
N -2.361 0.054 3.180
N -2.884 2.523 1.937
C -0.610 0.310 7.250
C -1.000 4.910 1.651
C 1.209 0.152 5.693
C -0.732 -3.717 -3.622
C 3.723 -1.803 0.471
C 0.725 0.514 6.940
C 0.355 -0.386 4.748
C -2.906 2.407 3.373
C 3.876 -1.028 -5.420
C -0.206 5.948 2.106
C -1.456 -2.654 -4.459
C -3.322 0.978 3.729
C 3.268 0.653 -3.676
C -2.139 7.040 3.007
C -1.462 -0.241 6.308
C 1.968 0.544 -5.816
C -0.163 -4.787 -4.563
C -2.372 1.461 1.251
C -1.920 -1.072 3.977
C -2.934 5.997 2.559
C 3.881 -3.957 -0.783
C -0.774 7.018 2.779
C 1.736 -3.325 0.319
C -1.877 0.324 1.954
C -1.725 -4.385 -2.656
C -3.236 3.798 1.359
C 2.710 -0.285 -4.753
C -0.985 -0.587 5.050
C -2.373 4.927 1.871
C 2.957 -2.784 -0.432
H 4.025 -2.293 1.393
H 1.141 -3.936 -0.355
H -0.557 4.088 1.106
H -4.316 0.781 3.305
H 4.704 -3.601 -1.399
H 4.281 -4.422 0.115
H -2.226 -3.117 -5.073
H -2.801 -1.556 4.407
H 4.608 -1.442 -0.047
H -4.285 4.001 1.608
H 0.720 -0.653 3.768
H 2.253 0.297 5.455
H 1.118 -2.505 0.675
H 2.049 -3.930 1.167
H -2.590 7.875 3.526
H -0.990 0.586 8.223
H 0.394 -5.521 -3.986
H -3.140 3.717 0.278
H 4.036 1.298 -4.099
H -2.114 -3.644 -1.961
H -0.735 -2.156 -5.106
H 3.493 -1.739 -6.147
H -2.501 -0.412 6.558
H 4.436 -1.574 -4.663
H -2.550 -4.833 -3.204
H 1.389 0.946 7.674
H 4.543 -0.332 -5.923
H -4.002 6.029 2.730
H 3.319 -4.698 -1.348
H -0.157 7.840 3.112
H 0.857 5.933 1.920
H 0.513 -4.316 -5.273
H -3.365 0.847 4.810
H 1.557 -0.118 -6.577
H 3.086 -0.954 0.709
H -1.413 -1.768 3.307
H -1.917 -1.908 -3.809
H 2.464 1.274 -3.277
H 2.648 1.249 -6.287
H -0.959 -5.289 -5.108
H 1.153 1.092 -5.345
H 3.701 0.058 -2.873
H -1.216 -5.159 -2.086
H -1.916 2.607 3.806
H -3.617 3.132 3.777
*
```

C32H81Cl4HfN4O15S as an isolated structure in a non-equilibrium geometry. Source: the OMol25 dataset; level of theory: the ωB97M-V functional and the def2-TZVPD basis.

The calculation puts the highest occupied orbital energy at -10.13 eV. The calculation puts the HOMO-LUMO gap at 3.38 eV. Its calculated total energy is -4901.8234 a.u. As for the maximum force: 10.21 eV/Å. Its LUMO energy is -0.248 Ha.

Geometry as ORCA input:
```
! wB97M-V def2-TZVPD RIJCOSX def2/J DEFGRID3
* xyz 1 1
Hf 3.184 0.301 2.176
Cl -3.950 -2.118 -2.670
Cl 1.203 -6.155 -1.519
Cl -1.935 -4.759 -3.275
Cl 1.277 -5.395 1.851
S 1.834 2.469 3.731
O 2.946 1.614 4.069
O -1.624 2.211 3.904
O 0.748 2.507 4.682
O 1.510 1.756 2.516
O -8.098 -1.878 3.899
O 1.658 -0.356 0.431
O 8.517 -0.412 -2.049
O -1.761 5.656 -2.421
O 4.585 1.178 -3.238
O 2.057 3.901 -0.155
O 4.558 -0.735 3.992
O 2.287 3.835 3.460
O -2.438 1.433 -3.686
O -4.105 -1.051 1.541
O -1.465 -3.019 3.581
N 1.757 -0.951 3.775
N -6.948 -0.412 1.734
N -0.458 3.526 -3.907
N 5.606 -1.520 -2.489
C 3.862 -0.087 -3.365
C -8.864 -2.918 4.452
C -2.585 -2.966 4.489
C 0.790 3.760 -0.705
C -0.403 2.332 -4.743
C -7.986 0.093 2.636
C -8.871 -1.066 3.068
C 1.464 -4.162 0.460
C 0.530 -0.248 -1.769
C 9.686 0.358 -2.349
C -0.404 -2.216 4.170
C -3.279 -1.894 0.812
C 3.767 -1.175 5.089
C -3.818 1.152 -3.751
C -1.948 1.388 2.870
C 0.480 -0.383 -0.251
C 5.941 -0.599 4.274
C -1.188 4.694 -4.522
C -4.678 -0.053 0.750
C -1.398 -3.097 -2.835
C 4.857 -1.160 -3.702
C 0.663 -1.740 3.173
C -5.829 0.554 1.517
C 6.893 -2.169 -2.822
C 2.471 -1.887 4.676
C -1.558 6.553 -1.377
C -1.822 1.679 -4.951
C -2.327 -2.001 -3.345
C -1.061 5.939 -3.627
C 8.098 -1.212 -3.180
C 2.164 -4.852 -0.690
C 3.668 2.174 -2.832
H -1.256 1.503 2.036
H -2.911 -1.937 4.640
H -1.939 -0.995 -3.181
H -0.426 -0.062 -2.259
H -2.266 -3.532 5.364
H -0.496 6.616 -1.139
H -0.143 0.424 0.134
H 7.188 -2.793 -1.979
H -2.923 1.711 2.507
H -2.245 4.443 -4.613
H -5.489 0.974 2.463
H -0.839 -1.320 4.614
H -0.745 4.955 -5.483
H 0.434 -3.965 0.163
H 4.238 -1.968 -4.092
H 3.255 -0.313 -2.488
H -4.463 1.983 -4.037
H 1.157 0.595 -2.059
H 2.036 -3.280 0.748
H 6.109 0.274 4.904
H -0.006 6.079 -3.391
H -2.108 0.349 3.158
H -1.817 7.587 -1.603
H -0.091 -2.766 5.057
H -3.831 -2.556 0.145
H 1.058 -2.532 2.536
H 3.260 -0.071 -4.273
H 3.499 -0.310 5.695
H 0.380 4.747 -0.920
H -2.629 -1.312 0.158
H -0.692 2.127 4.117
H 5.517 -0.837 -4.507
H -8.161 -3.629 4.885
H 2.850 2.218 -3.551
H 0.277 1.606 -4.298
H -1.208 -2.933 -1.774
H -9.483 -2.594 5.288
H 0.716 3.056 -1.534
H -1.691 0.735 -5.479
H 6.818 -2.894 -3.632
H -7.472 0.536 3.489
H 7.904 -0.590 -4.054
H 3.103 -5.320 -0.395
H 6.425 -0.374 3.324
H -2.398 -2.098 -4.428
H 2.362 3.014 0.052
H -0.461 -2.990 -3.382
H -8.665 0.906 2.377
H -2.546 2.334 -5.434
H -1.476 6.825 -4.109
H -5.176 -0.507 -0.107
H 3.372 1.873 -1.827
H -0.084 -1.255 0.081
H -9.719 -0.604 3.573
H 2.743 -2.872 4.297
H -2.679 -2.474 1.513
H 4.971 -2.020 -1.883
H -4.274 0.906 -2.791
H -6.419 -1.127 2.213
H 9.473 0.966 -3.229
H -4.095 0.292 -4.360
H -0.890 3.192 -3.057
H 10.552 -0.242 -2.627
H 0.259 -0.958 2.530
H 4.383 -1.788 5.748
H 0.073 3.273 -0.045
H -0.028 2.639 -5.719
H -2.020 6.170 -0.467
H -3.465 -3.550 4.220
H 4.303 3.059 -2.802
H -6.257 1.364 0.926
H -9.506 -3.398 3.713
H 6.340 -1.547 4.635
H -9.273 -1.502 2.153
H 2.432 -4.150 -1.479
H 1.930 -1.979 5.618
H 9.887 0.902 -1.427
H 8.969 -1.821 -3.421
H -4.021 0.741 0.397
H 0.957 -1.138 -2.231
H 1.290 -0.485 4.540
*
```

C4H10N4 as an isolated structure in a non-equilibrium geometry. Source: the OMol25 dataset; level of theory: the ωB97M-V functional and the def2-TZVPD basis.

The value obtained for the relative energy (zero: lowest compared OMol25 entry of this formula, charge and spin) is 386.4 kJ/mol. The calculation puts the highest occupied orbital energy at -7.56 eV. The calculation puts the HOMO-LUMO gap at 8.53 eV. Its calculated total energy is -377.2996 a.u. As for the maximum force: 3.01 eV/Å. Its LUMO energy is 0.036 Ha.

Geometry as ORCA input:
```
! wB97M-V def2-TZVPD RIJCOSX def2/J DEFGRID3
* xyz 0 1
N -1.134 0.747 0.151
N 0.923 0.946 1.479
N 0.253 -2.041 1.146
N 0.941 -0.245 -0.750
C -1.830 0.348 -1.057
C 1.711 0.505 -1.403
C 0.030 -0.754 1.447
C 0.252 0.319 0.442
H 1.867 1.556 -1.131
H 1.599 1.615 1.108
H -0.570 -0.561 2.329
H -1.228 1.723 0.408
H 0.735 -2.203 0.269
H 0.232 -2.733 1.879
H 2.302 0.078 -2.209
H -1.360 0.710 -1.981
H -1.873 -0.741 -1.109
H -2.850 0.732 -1.019
*
```

C49H47CsN6O3P2S as an isolated structure in a non-equilibrium geometry. Source: the OMol25 dataset; level of theory: the ωB97M-V functional and the def2-TZVPD basis.

The value obtained for the relative energy (zero: lowest compared OMol25 entry of this formula, charge and spin) is 112.9 kJ/mol. The calculation puts the highest occupied orbital energy at -6.88 eV. The calculation puts the HOMO-LUMO gap at 7.11 eV. Its calculated total energy is -3550.7406 a.u. As for the maximum force: 1.29 eV/Å. Its LUMO energy is 0.009 Ha.

Geometry as ORCA input:
```
! wB97M-V def2-TZVPD RIJCOSX def2/J DEFGRID3
* xyz 0 1
Cs 0.148 0.024 0.085
S -0.667 2.769 -1.237
P -2.914 0.145 1.727
P 0.214 -1.936 2.834
O -2.281 -1.501 3.911
O 2.705 0.486 0.331
O 4.609 1.520 -0.110
N 0.456 -2.062 -2.071
N 1.778 0.812 -2.162
N -2.362 3.359 -3.166
N -1.033 0.141 -2.839
N 3.059 1.238 -1.790
N -1.707 1.228 -3.326
C -1.613 2.344 -2.632
C -1.193 -3.049 0.651
C -0.899 -5.679 1.477
C 4.201 -1.603 3.571
C -0.522 3.166 3.195
C -4.127 1.983 -0.104
C -2.217 -2.636 6.031
C -0.974 1.975 2.638
C -5.797 1.292 -1.700
C -1.431 4.120 3.619
C -3.243 2.694 2.936
C -4.441 -3.669 6.499
C -3.589 -1.149 4.084
C -3.683 -2.341 6.336
C -2.338 1.728 2.493
C 3.403 1.052 -0.485
C 4.796 -2.605 2.813
C -1.619 -2.229 4.854
C 5.491 2.089 -1.075
C -0.889 -0.819 -3.686
C -4.107 -0.367 3.049
C -0.501 -3.319 1.829
C 2.618 -3.323 2.078
C 1.174 -4.316 -2.443
C 0.466 -4.343 -3.631
C -4.990 2.277 -1.155
C -0.368 -4.649 2.237
C 4.003 -3.459 2.064
C -5.441 -0.004 3.131
C -1.579 -5.394 0.295
C 1.128 -3.146 -1.701
C 0.466 -3.232 5.414
C -4.076 0.695 0.421
C -6.213 -0.392 4.222
C 2.010 -2.325 2.833
C -0.222 -3.211 -4.038
C -4.880 -0.297 -0.151
C -1.727 -4.081 -0.115
C -5.646 -1.136 5.243
C -5.738 -0.003 -1.197
C -4.310 -1.534 5.201
C -1.324 -0.758 -5.123
C -3.781 -1.536 7.643
C -0.204 -2.070 -3.235
C -0.300 -2.528 4.503
C -1.410 -3.351 6.919
C -0.088 -3.639 6.627
C 2.824 -1.458 3.568
C -2.796 3.881 3.493
H -1.321 -2.029 0.318
H 1.660 -3.073 -0.755
H 0.452 -5.235 -4.245
H -6.256 -1.416 6.095
H -1.992 -6.199 -0.300
H 2.371 -0.652 4.136
H -5.493 -3.488 6.727
H -5.886 0.584 2.336
H 0.515 -4.189 7.338
H 5.874 -2.712 2.802
H -6.465 1.527 -2.520
H -0.502 -1.050 -5.781
H -0.768 -3.212 -4.970
H 1.074 1.550 -2.025
H -3.346 -2.093 8.474
H -3.511 4.622 3.828
H -7.255 -0.104 4.278
H -6.356 -0.783 -1.624
H -2.487 4.176 -2.597
H -5.023 3.284 -1.549
H 1.779 0.491 -3.119
H 6.426 2.268 -0.555
H 1.498 -3.467 5.181
H 5.111 3.044 -1.445
H 4.459 -4.238 1.465
H -0.788 -6.705 1.806
H -4.385 -4.259 5.583
H -3.089 3.092 -3.810
H -4.823 -1.326 7.890
H -4.835 -1.311 0.235
H 3.501 1.972 -2.319
H 4.814 -0.921 4.148
H -0.252 1.236 2.319
H 2.013 -4.004 1.493
H -2.155 -1.443 -5.318
H 0.152 -4.880 3.160
H -4.017 -4.258 7.314
H -2.250 -3.849 -1.035
H -3.252 -0.586 7.551
H 5.663 1.403 -1.904
H -1.649 0.246 -5.367
H 1.735 -5.172 -2.092
H 0.541 3.344 3.293
H -1.082 5.050 4.050
H -4.308 2.517 2.841
H -1.829 -3.690 7.860
H -3.481 2.757 0.289
*
```

C6H24InN12O6 as an isolated structure in a non-equilibrium geometry. Source: the OMol25 dataset; level of theory: the ωB97M-V functional and the def2-TZVPD basis.

The value obtained for the relative energy (zero: lowest compared OMol25 entry of this formula, charge and spin) is 479.2 kJ/mol. The calculation puts the highest occupied orbital energy at -17.87 eV. The calculation puts the HOMO-LUMO gap at 3.73 eV. Its calculated total energy is -1540.6672 a.u. As for the maximum force: 9.42 eV/Å. Its LUMO energy is -0.519 Ha.

Geometry as ORCA input:
```
! wB97M-V def2-TZVPD RIJCOSX def2/J DEFGRID3
* xyz 3 1
In 0.568 0.172 -0.243
O 3.063 1.454 -0.677
O 0.004 -2.107 -1.883
O 2.760 -0.358 1.369
O -1.589 1.238 -1.781
O -1.945 -1.183 0.620
O -1.471 1.820 1.105
N -1.242 -3.774 -2.470
N -1.196 3.858 1.799
N -3.933 -2.186 0.144
N -2.998 3.022 -1.551
N -2.922 2.672 2.503
N -3.840 1.146 -1.817
N 3.787 -0.565 3.248
N 4.578 1.602 -2.154
N 4.295 -1.891 1.712
N 0.959 -3.822 -2.720
N 5.145 1.610 -0.099
N -3.084 -2.135 2.192
C 3.496 -0.956 2.055
C -2.706 1.734 -1.766
C -1.893 2.764 1.773
C 4.234 1.411 -0.901
C -2.938 -1.807 0.956
C -0.088 -3.248 -2.287
H 3.326 0.208 3.707
H 4.765 -0.786 3.373
H -2.132 -3.305 -2.556
H -3.715 2.083 2.295
H 4.067 -2.287 0.811
H 6.086 1.735 -0.444
H -3.957 -1.934 -0.834
H 0.826 -4.558 -3.399
H -2.311 -1.854 2.779
H -1.553 4.648 2.316
H 5.063 1.720 0.902
H -2.280 3.729 -1.615
H -1.233 -4.766 -2.661
H 1.883 -3.417 -2.674
H -3.915 3.409 -1.722
H 5.468 1.255 -2.482
H -3.851 0.152 -1.996
H -4.607 1.801 -1.865
H -0.302 3.656 1.374
H 5.234 -1.873 2.085
H -3.856 -2.638 2.606
H -3.068 3.519 3.033
H 3.791 1.509 -2.780
H -4.773 -2.482 0.621
*
```

A 5-piece molecular cluster, C14H28Cl4O3 overall in a non-equilibrium geometry. Source: the OMol25 dataset; level of theory: the ωB97M-V functional and the def2-TZVPD basis.

The calculation puts the highest occupied orbital energy (spin up / spin down) at 0.47 / -6.83 eV. The calculation puts the HOMO-LUMO gap (spin up / spin down) at 1.90 / 9.17 eV. Its calculated total energy is -2616.5827 a.u. As for the maximum force: 3.05 eV/Å. As for the expectation value of S²: 0.7506. Its LUMO energy (spin up / spin down) is 0.087 / 0.086 Ha.

Geometry as ORCA input:
```
! wB97M-V def2-TZVPD RIJCOSX def2/J DEFGRID3
* xyz -1 2
Cl 0.457 1.827 1.525
Cl 0.830 -1.047 2.150
Cl 5.096 1.273 1.531
Cl 7.048 2.330 -0.293
O -2.241 2.657 -2.321
O -3.576 -1.927 3.583
O 4.337 -3.297 -3.505
C -3.110 3.978 -0.530
C -2.850 3.907 -2.097
C -4.684 -0.158 2.548
C -4.852 -1.377 3.354
C 2.903 -3.711 -1.759
C 1.261 0.306 1.042
C -1.928 2.019 -1.117
C 4.209 -2.027 -2.866
C -1.964 3.093 -0.076
C 6.447 0.757 0.518
C 2.933 -2.216 -2.034
C 3.383 -4.294 -3.010
C -3.202 0.203 2.547
C -2.537 -1.203 2.888
H -5.433 -2.017 2.689
H 2.327 0.513 0.946
H -1.037 3.665 -0.123
H -2.870 0.557 1.571
H 7.254 0.388 1.151
H -5.341 -1.057 4.275
H -5.234 0.733 2.850
H -3.998 3.406 -0.260
H 4.085 -1.292 -3.662
H -2.967 0.974 3.280
H 1.946 -4.173 -1.516
H -1.662 -1.154 3.537
H 3.798 -5.302 -3.011
H 6.136 0.096 -0.291
H 5.049 -1.924 -2.179
H 3.549 -3.880 -0.898
H -2.317 4.804 -2.415
H 2.511 -4.330 -3.663
H -3.797 3.943 -2.635
H -3.153 5.048 -0.326
H -2.593 1.186 -0.889
H 2.932 -1.584 -1.146
H -1.981 2.602 0.898
H -4.950 -0.349 1.509
H 2.133 -1.912 -2.708
H -2.257 -1.838 2.048
H -0.887 1.704 -1.186
H 0.798 0.105 0.076
*
```

One molecule with the formula C7H8N2 in a non-equilibrium geometry. Source: the OMol25 dataset; level of theory: the ωB97M-V functional and the def2-TZVPD basis.

The value obtained for the relative energy (zero: lowest compared OMol25 entry of this formula, charge and spin) is 559.7 kJ/mol. The calculation puts the highest occupied orbital energy at -7.23 eV. The calculation puts the HOMO-LUMO gap at 7.87 eV. Its calculated total energy is -380.8105 a.u. As for the maximum force: 4.77 eV/Å. As for the SMILES: C#CC(C#C)=CN(C)N. Its LUMO energy is 0.023 Ha.

Geometry as ORCA input:
```
! wB97M-V def2-TZVPD RIJCOSX def2/J DEFGRID3
* xyz 0 1
N -1.370 0.346 0.049
N -2.454 1.229 -0.078
C -1.584 -1.109 -0.059
C -0.138 0.860 -0.010
C 1.611 -2.355 0.121
C 1.171 0.207 -0.052
C 3.373 1.564 0.005
C 1.410 -1.181 -0.054
C 2.312 0.990 -0.023
H -2.229 1.890 -0.818
H -1.897 -1.444 1.006
H 1.625 -3.361 -0.134
H -0.552 -1.611 -0.320
H -0.230 1.871 -0.001
H -2.938 1.525 0.737
H 4.349 1.813 0.284
H -2.458 -1.234 -0.651
*
```